1.
124
Properties=species:S:1:pos:R:3 method="wB97M-V/def2-TZVPD" lumo_ha=-0.1600 gap_ev=6.8 largest_force_ha_per_bohr=0.1529 mol_weight_g_mol=1049.0 total_charge=+1 total_energy_ha=-3982.510020
C -2.8737 -4.4622 -1.8708
C -4.2213 -3.8737 -2.6131
C -4.0506 -2.2748 -3.0263
C -4.0922 -1.9934 -4.6400
C -2.6296 -1.8529 -5.3643
C -1.5636 -0.8694 -4.5603
C -0.5546 -1.8629 -3.7342
C 0.5228 -1.1085 -2.7566
C 0.1755 -1.1546 -1.1215
C 1.1782 -0.4886 -0.0087
C 0.9570 -0.4670 1.6172
C 0.8730 -1.9500 2.3218
C -0.5262 -2.7398 1.9174
I 0.7514 -1.5588 4.5148
C 2.5589 0.2303 -0.6045
C 2.7987 0.2490 -2.2574
C 4.2088 0.9771 -2.7464
S 5.4618 -0.4440 -2.9951
C 4.9644 -1.9447 -1.9892
C 5.9352 -3.2683 -2.3091
N 1.8046 -0.4004 -3.2433
C 2.1505 -0.3138 -4.7150
C 1.8862 1.1786 -5.3813
C 0.7445 2.0680 -4.6083
C 0.7507 3.6787 -5.0345
S -1.0654 4.2707 -4.9731
O -1.1887 5.7554 -4.4935
O -1.7149 4.0787 -6.3980
O -2.0010 3.3521 -3.8324
H -3.1075 -5.3696 -1.1534
H -2.3738 -3.5414 -1.3004
H -2.1228 -4.7724 -2.7145
H -4.4605 -4.5688 -3.5235
H -5.1277 -4.0067 -1.8493
H -3.1345 -1.8169 -2.4604
H -5.0141 -1.7360 -2.5716
H -4.8241 -1.0889 -4.8934
H -4.6147 -2.9485 -5.1299
H -2.8245 -1.3442 -6.4251
H -2.1023 -2.8846 -5.6114
H -0.9026 -0.3660 -5.4171
H -2.1152 -0.0629 -3.8932
H -1.1768 -2.6012 -3.0714
H 0.0171 -2.5116 -4.5411
H -0.8129 -1.6806 -0.7625
H 0.0358 0.2399 1.8864
H 1.9060 0.0708 2.1018
H 1.8427 -2.5942 2.1671
H -0.2043 -3.6468 1.2406
H -1.1213 -3.0831 2.8852
H -1.2045 -1.9513 1.3784
H 3.3512 0.7047 0.1492
H 4.0996 1.6081 -3.7258
H 4.6882 1.6424 -1.8849
H 3.8612 -2.3293 -2.1965
H 5.1101 -1.7301 -0.8381
H 5.5191 -4.1400 -1.6146
H 5.6845 -3.5981 -3.4175
H 7.0716 -3.0489 -2.1319
H 1.5483 -1.0821 -5.3950
H 3.2936 -0.5668 -4.9035
H 2.8653 1.8191 -5.5110
H 1.4798 0.9859 -6.4817
H 0.8191 2.0518 -3.4373
H -0.3160 1.6684 -4.8990
H 1.1998 3.8773 -6.0966
H 1.2819 4.2458 -4.1576
H -2.9568 3.6525 -3.8592
C 7.6707 -5.8897 2.3289
C 8.3863 -4.8841 1.6770
C 7.9053 -3.5734 1.6724
C 6.7035 -3.2786 2.3307
C 5.9791 -4.2875 2.9794
C 6.4687 -5.5952 2.9748
N 6.2057 -1.8979 2.3512
O 6.8653 -1.0372 1.7498
O 5.1571 -1.6713 2.9719
H 8.0525 -6.9091 2.3345
H 9.3215 -5.1218 1.1745
H 8.4748 -2.8011 1.1599
H 5.0425 -4.0736 3.4900
H 5.9153 -6.3849 3.4781
C -2.4513 -0.9791 8.0240
C -1.2948 -1.7428 7.8582
C -1.0596 -2.8447 8.6827
C -1.9959 -3.1772 9.6715
C -3.1540 -2.4077 9.8451
C -3.3769 -1.3063 9.0164
N -1.7669 -4.3494 10.5246
O -0.7212 -4.9935 10.3526
O -2.6336 -4.6304 11.3648
H -2.6330 -0.1242 7.3750
H -0.5774 -1.4806 7.0835
H -0.1536 -3.4298 8.5408
H -3.8865 -2.6515 10.6118
H -4.2744 -0.7045 9.1412
C -4.7188 4.2173 -1.1834
C -3.5622 3.4537 -1.3491
C -3.3271 2.3517 -0.5246
C -4.2634 2.0193 0.4642
C -5.4215 2.7887 0.6378
C -5.6443 3.8901 -0.1910
N -4.0343 0.8470 1.3173
O -2.9887 0.2030 1.1453
O -4.9011 0.5660 2.1575
H -4.9005 5.0723 -1.8324
H -2.8448 3.7158 -2.1238
H -2.4210 1.7667 -0.6665
H -6.1540 2.5449 1.4044
H -6.5419 4.4919 -0.0661
C -0.8283 8.9431 0.1411
C -0.8133 9.2121 1.5106
C -1.4047 8.3187 2.4058
C -2.0070 7.1513 1.9168
C -2.0303 6.8825 0.5418
C -1.4381 7.7849 -0.3440
N -2.6080 6.1956 2.8550
O -2.5839 6.4784 4.0621
O -3.1010 5.1593 2.3870
H -0.3610 9.6399 -0.5526
H -0.3374 10.1176 1.8809
H -1.3845 8.5427 3.4702
H -2.4986 5.9828 0.1482
H -1.4483 7.5837 -1.4130



2.
70
Properties=species:S:1:pos:R:3 method="wB97M-V/def2-TZVPD" lumo_ha=-0.0234 gap_ev=9.3 largest_force_ha_per_bohr=0.0995 e_above_lowest_kcal_mol=58.6 mol_weight_g_mol=575.5 total_charge=0 total_energy_ha=-2499.862699 smiles="C[N+](=O)[O-].C[N+](=O)[O-].C[N+](=O)[O-].C[N+](=O)[O-].C[N+](=O)[O-].O=S1(=O)OCCO1.CN(C)C=O.CN(C)C=O"
C -14.0545 0.7815 -25.2048
N -13.2963 1.6609 -24.2703
O -13.0554 2.8292 -24.6863
O -12.9526 1.2912 -23.1343
H -13.7258 -0.2253 -24.9472
H -13.7661 1.1977 -26.1701
H -15.1125 0.9958 -25.0540
C -10.8644 -2.1536 -26.9179
N -10.6688 -1.2047 -25.7755
O -10.1547 -0.1231 -25.9926
O -11.3362 -1.3797 -24.7364
H -10.9064 -1.5684 -27.8365
H -11.7870 -2.7168 -26.7773
H -9.9987 -2.8026 -27.0496
C -15.1448 -2.8333 -29.8387
N -14.3641 -1.5476 -29.9607
O -13.1903 -1.6443 -29.6066
O -14.8036 -0.7541 -30.7951
H -14.7557 -3.5949 -30.5146
H -16.2134 -2.7088 -30.0138
H -14.9645 -3.2313 -28.8401
C -18.8337 -4.2868 -22.1737
N -19.7918 -3.6439 -21.2601
O -20.2804 -2.5959 -21.5425
O -20.0839 -4.1992 -20.2073
H -18.7502 -3.8176 -23.1540
H -19.1710 -5.3067 -22.3585
H -17.8764 -4.3387 -21.6551
C -18.5712 -8.9650 -24.0938
N -18.4374 -7.7586 -23.3146
O -17.8366 -6.7976 -23.7717
O -18.8216 -7.8577 -22.1338
H -18.7646 -8.6330 -25.1138
H -19.4075 -9.5076 -23.6531
H -17.6139 -9.4741 -24.2062
C -14.4626 -3.2759 -23.4858
C -14.9305 -4.6088 -24.0732
O -15.7198 -4.3806 -25.1979
S -16.1559 -2.7546 -25.3874
O -17.5946 -2.4776 -25.3166
O -15.4040 -2.1565 -26.4887
O -15.4466 -2.4067 -23.8525
H -13.6545 -2.9484 -24.1398
H -14.1500 -3.2172 -22.4432
H -15.5649 -5.1298 -23.3560
H -14.0854 -5.2536 -24.3140
C -14.8266 -8.1964 -25.5849
O -15.4848 -9.0252 -24.9532
N -15.2059 -7.7092 -26.7993
C -14.6914 -6.4191 -27.2560
C -16.3149 -8.2417 -27.5756
H -13.8765 -7.7386 -25.2689
H -13.8951 -5.9559 -26.6733
H -15.4871 -5.6886 -27.4018
H -14.2172 -6.5797 -28.2242
H -17.0816 -7.4674 -27.6019
H -15.8586 -8.3007 -28.5637
H -16.7091 -9.2069 -27.2575
C -11.5858 -5.5620 -21.4574
O -12.2064 -5.7376 -22.4884
N -11.6472 -6.3305 -20.3410
C -10.9311 -5.9428 -19.1902
C -12.2835 -7.6538 -20.3383
H -11.1119 -4.5942 -21.2319
H -11.4347 -5.1584 -18.6252
H -9.9698 -5.5695 -19.5431
H -10.7944 -6.7610 -18.4831
H -12.6312 -7.9257 -21.3350
H -11.5863 -8.4728 -20.1617
H -13.1881 -7.7384 -19.7362



3.
26
Properties=species:S:1:pos:R:3 method="wB97M-V/def2-TZVPD" lumo_ha=-0.1418 gap_ev=8.6 largest_force_ha_per_bohr=0.0841 e_above_lowest_kcal_mol=121.0 mol_weight_g_mol=197.2 total_charge=+1 total_energy_ha=-950.414938
C -2.4650 -0.8166 -0.0207
C -1.3434 0.0467 1.8445
C 0.5928 1.4213 -0.8335
C 0.9485 -1.5947 -0.8445
C 2.0649 0.0076 1.4472
N -3.5984 -0.7609 -0.7129
N -2.4958 -0.0219 1.1080
O -1.4472 -1.5251 -0.2383
O -0.4633 1.3430 -1.7790
O 2.2829 -1.4015 -1.3062
O 3.1569 0.5509 0.7988
P 0.5497 -0.1352 0.2127
H -1.1465 0.9536 2.3206
H -1.0536 -0.9261 2.1494
H 0.5612 2.2421 -0.2601
H 1.5370 1.5151 -1.3188
H 0.8534 -2.5126 -0.2450
H 0.2755 -1.6457 -1.6797
H 2.2171 -0.9506 1.9744
H 1.6179 0.5552 2.3136
H -4.3669 -0.1585 -0.4772
H -3.7784 -1.2601 -1.5781
H -3.3165 0.6015 1.2613
H -0.1455 0.9306 -2.5460
H 2.6088 -2.3365 -1.6700
H 3.7885 -0.0341 0.2913



4.
73
Properties=species:S:1:pos:R:3 method="wB97M-V/def2-TZVPD" lumo_ha=-0.1093 gap_ev=5.9 largest_force_ha_per_bohr=0.0401 e_above_lowest_kcal_mol=0.0 mol_weight_g_mol=648.6 total_charge=+1 total_energy_ha=-3364.626190
Rb -0.5582 -0.8228 0.4412
Cl -4.7313 -3.5117 4.5716
C -3.2138 -3.0218 3.8923
C -2.8051 -3.5348 2.6798
C -1.5863 -3.1401 2.1545
Cl -1.1348 -3.7365 0.5620
C -0.6857 -2.2512 2.7985
O 0.4582 -1.9058 2.3066
C -1.2137 -1.7288 4.0076
Cl -0.2694 -0.5370 4.8841
C -2.4220 -2.0993 4.5586
H -3.4300 -4.2326 2.1398
H -2.7497 -1.6701 5.4949
C -3.6766 2.9893 -0.4484
Si -2.5486 1.9049 0.5794
C -2.5577 2.5332 2.3402
C -3.3556 0.1806 0.5820
N -0.9628 1.6659 0.0033
C 0.0420 2.5685 -0.0740
C -0.0630 3.9861 -0.0924
C 1.0367 4.8237 -0.1933
C 2.3308 4.3226 -0.2973
C 2.4993 2.9417 -0.2958
C 1.3879 2.1414 -0.1819
F 1.6082 0.7605 -0.1656
H -4.7161 2.8875 -0.1238
H -3.6251 2.7089 -1.5051
H -3.4122 4.0477 -0.3766
H -3.5704 2.7021 2.7173
H -2.0148 3.4808 2.4105
H -2.0674 1.8173 3.0081
H -4.4243 0.2769 0.7893
H -2.9482 -0.4789 1.3590
H -3.2569 -0.3171 -0.3915
H -1.0562 4.4152 -0.0238
H 0.8817 5.8956 -0.1966
H 3.1826 4.9821 -0.3834
H 3.4808 2.4881 -0.3816
N 2.0541 0.3342 2.6948
C 3.0498 -0.7368 3.0614
C 3.7253 -1.2967 1.7973
N 3.4594 -2.7093 1.5452
H 1.2895 0.3380 3.3859
H 1.6248 0.0812 1.8023
H 2.4597 1.2649 2.5943
H 2.4463 -1.5146 3.5197
H 3.7312 -0.3174 3.7977
H 4.8015 -1.1345 1.8287
H 3.3535 -0.7363 0.9350
H 2.4666 -2.8905 1.6899
H 3.9663 -3.2990 2.1946
C -1.5849 -0.3052 -5.7139
S -0.3183 0.5473 -4.7566
C -1.1593 0.6357 -3.1597
H -1.8285 -1.2732 -5.2788
H -1.2092 -0.4418 -6.7259
H -2.4797 0.3131 -5.7548
H -2.0795 1.2052 -3.2796
H -0.5298 1.1581 -2.4400
H -1.3944 -0.3616 -2.7919
N 1.9456 -1.3125 -4.7335
C 2.0732 -2.2081 -3.5236
C 2.0839 -1.3370 -2.2765
N 2.0068 -2.0446 -1.0214
H 1.8774 -1.8414 -5.6030
H 2.7469 -0.6833 -4.8160
H 1.0804 -0.7165 -4.6431
H 2.9746 -2.8094 -3.6207
H 1.2061 -2.8661 -3.5416
H 1.2337 -0.6482 -2.3433
H 2.9764 -0.7045 -2.2700
H 2.8542 -2.5151 -0.7206
H 1.2443 -2.7062 -0.9814